i) Entry from OMol25: an isolated molecule of C9H11NO (ωB97M-V with the def2-TZVPD basis set).

```
22
Properties=species:S:1:pos:R:3:mulliken_charge:R:1
C -3.2245 -0.1589 0.0455 -0.9488
N -1.7915 0.1533 -0.0894 0.1474
C -1.3511 1.3963 -0.5705 -1.3226
C -0.9065 -0.9559 0.3054 0.2613
O -1.3472 -1.9653 0.7100 -0.5644
C 0.5411 -0.5990 0.2038 0.2000
C 1.1531 0.1437 1.2268 -0.1756
C 2.5928 0.3516 1.1184 -0.2592
C 3.3300 0.0419 0.0104 -0.7686
C 2.7049 -0.6819 -1.0014 -0.4622
C 1.3034 -1.0180 -0.9589 -0.4589
H -3.6234 -0.0603 -0.9548 0.3427
H -3.8079 0.5460 0.7459 0.2840
H -3.3956 -1.0962 0.6151 0.2932
H -2.1029 1.4692 -1.5338 0.2384
H -0.4580 1.4218 -0.8810 0.5903
H -1.3980 2.0190 0.0604 0.5028
H 0.5622 0.4317 2.0572 0.4555
H 2.8747 1.0299 2.1463 0.1392
H 4.2847 0.1385 -0.0132 0.5633
H 3.3446 -0.9280 -1.8069 0.3910
H 0.7148 -1.6793 -1.4355 0.5514
```

Output
LUMO level in eV: 0.825
E_HOMO in eV: -8.908



ii) Entry from OMol25: an isolated molecule of C9H11NO (ωB97M-V with the def2-TZVPD basis set).

```
22
Properties=species:S:1:pos:R:3:mulliken_charge:R:1
C 1.8898 -2.1318 1.6311 -1.2138
C 0.8692 -1.3280 0.8924 0.8290
C -0.3554 -2.0813 0.3216 -1.1318
N 0.9819 -0.0610 0.5759 0.5779
O 2.1065 0.6605 0.7600 -0.7013
C 0.0351 0.6932 -0.1918 -0.3848
C -1.1480 0.9929 0.3620 0.1428
C -2.0211 1.8601 -0.2749 -0.7642
C -1.6672 2.3410 -1.5575 -0.4128
C -0.4311 2.0667 -2.0550 -0.4068
C 0.4172 1.2300 -1.3952 -0.4076
H 2.3594 -1.4698 2.3411 0.3570
H 1.3682 -2.9368 2.2420 0.3774
H 2.6962 -2.5876 0.9926 0.2403
H -0.3039 -1.9869 -0.7694 0.3064
H -0.2795 -3.1142 0.7586 0.3341
H -1.2168 -1.5309 0.7112 0.3008
H -1.5130 0.4105 1.2231 0.4125
H -2.7287 2.3879 0.3301 0.3566
H -2.2642 3.0649 -2.0584 0.4006
H -0.1938 2.3154 -3.1135 0.3111
H 1.3991 1.2051 -1.7263 0.4768
```

Output
LUMO level (spin up / spin down) in eV: 0.817 / 0.817
E_HOMO (spin up / spin down) in eV: -8.195 / -8.194



Which structure is the least stable? The one labeled i).



i) Entry from OMol25: a cluster of 2 separate species, C3H8N3O in total (ωB97M-V with the def2-TZVPD basis set).

```
15
Properties=species:S:1:pos:R:3:mulliken_charge:R:1
C -1.1760 -1.6770 0.5762 -0.3468
C 0.8096 -1.1085 0.7493 -0.2483
C -0.4652 -0.3574 0.6365 0.1758
N -0.9412 0.7736 0.6430 0.5642
N 0.9046 2.7431 -1.5156 -0.6695
N 0.0842 -2.3885 0.7478 -0.3438
O -1.5369 1.7503 0.6722 -0.3052
H -1.8711 -1.8656 1.4619 0.2888
H -1.7774 -1.7556 -0.3404 0.3144
H 1.4940 -0.7497 -0.0752 0.3115
H 1.2872 -1.0367 1.8256 0.2739
H 0.2249 2.3540 -2.1694 0.2400
H 0.7162 3.6330 -1.2156 0.2213
H 0.5556 -3.0651 0.1493 0.2864
H 1.6914 2.7502 -2.1457 0.2373
```

Output
LUMO level in eV: -7.156
E_HOMO in eV: -13.778
Charge: +1



ii) Entry from OMol25: the ion C3H8N3O with charge +1 (ωB97M-V with the def2-TZVPD basis set).

```
15
Properties=species:S:1:pos:R:3:mulliken_charge:R:1
N 0.5572 1.5134 0.3051 -0.6604
C 0.6327 -0.2116 -0.2911 0.8733
N 1.9497 -0.2684 -0.6656 -0.2139
O 2.7791 -0.7362 0.1182 -0.2570
C -0.2100 -0.8143 0.8669 -0.6322
N -1.3885 -0.2851 0.1085 -0.1508
C -0.5928 -0.2417 -1.2126 -0.4834
H 0.9316 1.7878 1.2039 0.2312
H 1.1664 2.0162 -0.3144 0.2829
H -0.2296 -1.8703 1.0235 0.3442
H 0.0178 -0.2747 1.8256 0.3036
H -2.3032 -0.8400 0.1793 0.3677
H -1.5657 0.5721 0.5656 0.3594
H -0.9198 0.6941 -1.7926 0.2966
H -0.8247 -1.0411 -1.9202 0.3387
```

Output
LUMO level (spin up / spin down) in eV: -5.171 / -5.171
E_HOMO (spin up / spin down) in eV: -13.767 / -13.767
Charge: +1



Which structure is the least stable? The one labeled i).



i) Entry from OMol25: a cluster of 2 separate species, C3H8N3O in total (ωB97M-V with the def2-TZVPD basis set).

```
15
Properties=species:S:1:pos:R:3:mulliken_charge:R:1
C -1.1281 -1.0937 -1.7974 0.0107
C 0.2131 0.8480 1.6942 0.2052
C -0.4767 -0.2188 -2.6012 -0.6519
N 0.4811 1.9504 2.4090 -0.3522
N 0.9974 0.0038 1.1604 0.3798
N 1.5957 -1.0425 0.9991 -0.4313
O -0.8305 -1.1751 -0.4574 -0.4777
H -1.7233 -1.8860 -2.1564 0.3446
H -0.8352 0.8657 1.2767 0.2927
H 0.2820 0.3647 -2.1255 0.2068
H -0.8162 -0.2265 -3.6169 0.2507
H -0.3787 2.5219 2.6375 0.2806
H -0.7812 -2.0465 -0.0053 0.3272
H 1.9623 -1.1341 -0.0307 0.3524
H 1.4381 2.2688 2.6139 0.2626
```

Output
LUMO level in eV: -5.699
E_HOMO in eV: -12.588
Charge: +1



ii) Entry from OMol25: the ion C3H8N3O with charge +1 (ωB97M-V with the def2-TZVPD basis set).

```
15
Properties=species:S:1:pos:R:3:mulliken_charge:R:1
C -1.7125 -0.6696 0.1891 -0.8202
N -0.2641 -0.5144 0.0860 0.1079
C 0.6301 -1.3817 -0.1658 0.0191
N 1.9064 -0.8309 -0.1748 0.0153
O 1.9404 0.4788 0.2361 -0.3329
C 0.3341 0.8454 0.3991 -0.2050
N -0.1219 1.8649 -0.3759 -0.3990
H -2.2098 -1.1372 -0.7673 0.3381
H -2.0741 -1.2265 1.1284 0.2904
H -1.9725 0.4452 0.1125 0.3502
H 0.3444 -2.4499 -0.4326 0.4120
H 2.8373 -1.1412 -0.3140 0.1994
H 0.3004 1.1248 1.4132 0.4708
H 0.0760 2.8243 0.0735 0.3063
H -0.0141 1.7680 -1.4074 0.2476
```

Output
LUMO level in eV: -3.592
E_HOMO in eV: -13.703
Charge: +1



iii) Entry from OMol25: the ion C3H8N3O with charge +1 (ωB97M-V with the def2-TZVPD basis set).

```
15
Properties=species:S:1:pos:R:3:mulliken_charge:R:1
N -1.0498 -0.6609 0.7366 -0.2945
N -0.4448 -0.1805 -0.5133 -0.1994
C -0.0061 1.1770 -0.4387 -0.4299
N 1.3030 1.1170 0.2408 -0.2090
C 1.9115 -0.0707 -0.0269 0.4972
O 3.0269 -0.3774 0.3345 -0.5503
C 0.8979 -0.9986 -0.7265 -0.5317
H -0.4238 -1.0343 1.5879 0.4181
H -1.5470 -1.4852 0.4646 0.3532
H -1.8859 -0.1877 1.0075 0.3421
H -0.8184 1.8687 -0.0736 0.3624
H 0.1995 1.5528 -1.4430 0.3101
H 1.8653 1.9409 0.5093 0.2695
H 1.0192 -0.8425 -1.7542 0.3165
H 0.8124 -2.0460 -0.4743 0.3455
```

Output
LUMO level in eV: -4.121
E_HOMO in eV: -13.895
Charge: +1



iv) Entry from OMol25: a structure of composition C3H8N3O (ωB97M-V with the def2-TZVPD basis set).

```
15
Properties=species:S:1:pos:R:3:mulliken_charge:R:1
C -0.8656 -0.4675 -1.0032 0.6301
C -0.1014 -1.3320 -0.0620 -0.5757
C -0.8388 0.7186 0.9314 -0.3400
N -0.9906 0.8074 -0.4135 -0.2987
N 0.6667 -0.4087 0.8095 -0.5452
N 1.6264 0.4173 0.1221 -0.1608
O -1.2898 -0.7583 -2.0845 -0.4975
H -0.7572 -1.8505 0.5281 0.3263
H 0.4999 -2.0569 -0.6516 0.2852
H -0.6183 1.6516 1.4252 0.3787
H -1.3099 -0.0408 1.5344 0.3072
H -1.4432 1.5635 -1.0429 0.3101
H 1.0254 0.9381 -0.6811 0.4098
H 2.2982 -0.3051 -0.2769 0.3870
H 2.0981 1.1233 0.8650 0.3835
```

Output
LUMO level in eV: -3.910
E_HOMO in eV: -14.248
Charge: +1



Which structure is the least stable? The one labeled i).



i) Entry from OMol25: the ion C3H8N3O with charge +1 (ωB97M-V with the def2-TZVPD basis set).

```
15
Properties=species:S:1:pos:R:3:mulliken_charge:R:1
N 1.6096 -1.3868 0.1917 -0.4702
C 1.2119 -0.1109 0.3395 0.0096
N 0.4167 0.4302 -0.9556 -0.1106
C -0.7830 0.2626 -0.6102 0.2627
N -1.9639 0.3788 -1.2397 -0.3844
C -0.2504 -0.0434 0.9713 -0.2199
O -0.4235 1.1326 1.6626 -0.5125
H 2.3582 -1.6700 -0.4284 0.2397
H 0.8436 -2.0878 0.2862 0.2265
H 1.8527 0.7308 0.5188 0.4066
H 0.8614 0.7827 -1.8262 0.2486
H -2.8185 0.5073 -0.7261 0.2588
H -2.1125 0.6987 -2.1825 0.2424
H -0.7538 -0.8720 1.4417 0.4482
H -0.0485 1.2473 2.5568 0.3545
```

Output
LUMO level in eV: -2.905
E_HOMO in eV: -14.210
Charge: +1



ii) Entry from OMol25: a cluster of 2 separate species, C3H8N3O in total (ωB97M-V with the def2-TZVPD basis set).

```
15
Properties=species:S:1:pos:R:3:mulliken_charge:R:1
C -0.5582 -2.0949 0.6451 0.6373
C 0.2685 1.9219 -0.5608 -0.1523
C 1.1420 3.1174 -0.5173 -0.2824
N -1.0168 -3.1048 -0.0984 -0.2985
N -0.2500 -0.9288 0.1320 -0.3511
N 0.5819 2.5598 0.6369 -0.2751
O -0.5232 -2.3182 1.9299 -0.4000
H -0.7619 2.2297 -0.9618 0.2337
H 0.6466 0.9414 -0.7033 0.2159
H 2.1952 3.2563 -0.5460 0.2753
H 0.6004 4.1227 -0.7680 0.1924
H -1.2551 -3.0199 -1.0829 0.2574
H -1.1192 -4.0535 0.3155 0.2758
H -0.0175 -0.8903 -0.8232 0.2883
H 0.0673 -1.7386 2.4024 0.3832
```

Output
LUMO level (spin up / spin down) in eV: -4.076 / -8.916
E_HOMO (spin up / spin down) in eV: -13.672 / -12.469
Charge: +1



Which structure is the least stable? The one labeled ii).



i) Entry from OMol25: a cluster of 2 separate species, C4H12N2O2 in total (ωB97M-V with the def2-TZVPD basis set).

```
20
Properties=species:S:1:pos:R:3:mulliken_charge:R:1
C 1.5878 -0.3733 -2.0763 -0.8814
N 0.4598 -0.3626 -1.1222 -0.2360
C 0.8098 -0.6033 0.2935 -0.3591
C 0.0421 0.3957 1.1386 -0.9041
N -1.3701 -0.0208 1.3119 -0.0592
C -1.6928 -1.0002 2.2282 -0.0203
O -0.9910 -1.2809 3.1705 -0.5312
H 2.5570 -0.7266 -1.6268 0.2704
H 1.5488 -1.2084 -2.7874 0.3356
H 1.7931 0.6784 -2.2872 0.2904
H -0.1594 -1.1189 -1.3914 0.2214
H 0.6209 -1.6087 0.7370 0.2956
H 1.9141 -0.5137 0.3769 0.3037
H 0.1391 1.4420 0.8364 0.3687
H 0.4555 0.2291 2.1922 0.3350
H -2.0217 0.2967 0.6117 0.2455
H -2.6270 -1.4936 2.0092 0.3669
O -1.2871 2.5883 -0.9307 -0.6598
H -1.0094 1.6657 -1.0571 0.2948
H -0.7696 3.0150 -1.6269 0.3229
```

Output
LUMO level in eV: 0.727
E_HOMO in eV: -9.383



ii) Entry from OMol25: a cluster of 2 separate species, C4H12N2O2 in total (ωB97M-V with the def2-TZVPD basis set).

```
20
Properties=species:S:1:pos:R:3:mulliken_charge:R:1
C 2.1208 1.1775 -0.2694 -1.2847
C 1.2737 0.1322 0.4662 0.1979
C 1.1695 0.4340 1.9739 -0.2160
O 0.2300 0.3071 2.6952 -0.4393
N -0.0544 0.0843 -0.1314 -0.2421
C -0.5290 -1.1943 -0.7023 -0.6026
N -1.3151 -1.0445 -1.9251 -0.6183
H 2.7117 1.8816 0.3469 0.3741
H 2.7050 0.6685 -1.0187 0.2913
H 1.4166 1.8187 -0.7847 0.3708
H 1.7382 -0.8897 0.3493 0.4825
H 2.1980 0.7643 2.2744 0.2814
H -0.7195 0.6442 0.3754 0.1143
H -1.0846 -1.7908 0.0123 0.4151
H 0.4117 -1.6502 -1.0677 0.4020
H -2.2994 -1.0085 -1.7031 0.2523
H -1.0329 -0.1817 -2.3726 0.2612
O -3.2871 0.0053 0.6652 -0.6176
H -3.2186 -0.5325 -0.1203 0.2521
H -2.4346 0.3747 0.9365 0.3257
```

Output
LUMO level in eV: 0.696
E_HOMO in eV: -9.042



iii) Entry from OMol25: a cluster of 2 separate species, C4H12N2O2 in total (ωB97M-V with the def2-TZVPD basis set).

```
20
Properties=species:S:1:pos:R:3:mulliken_charge:R:1
C 1.2013 1.1738 1.4888 -0.8798
N 0.7262 -0.1132 0.9168 0.1139
C 0.8288 -0.2913 -0.4367 0.1211
O 1.1490 0.6065 -1.1840 -0.6185
C -0.0965 -0.9177 1.7197 -0.7654
C -1.6834 -0.4667 1.5770 -0.4113
N -2.0230 0.1688 0.3595 -0.6208
H 1.7797 1.5993 0.6666 0.2954
H 1.7279 0.9930 2.4172 0.2991
H 0.2961 1.7770 1.6823 0.3032
H 0.7545 -1.3842 -0.6488 0.3597
H -0.0378 -2.0163 1.7162 0.3494
H 0.0924 -0.7110 2.7898 0.3098
H -2.3204 -1.3274 1.7397 0.3380
H -1.7761 0.1283 2.5034 0.2988
H -1.5637 1.0354 0.1263 0.2722
H -1.9870 -0.3488 -0.5027 0.2434
O 0.2977 -0.2720 -3.8643 -0.6287
H -0.6509 -0.3909 -3.9046 0.2951
H 0.5297 0.5183 -3.3523 0.3254
```

Output
LUMO level in eV: 0.774
E_HOMO in eV: -8.905



iv) Entry from OMol25: a cluster of 2 separate species, C4H12N2O2 in total (ωB97M-V with the def2-TZVPD basis set).

```
20
Properties=species:S:1:pos:R:3:mulliken_charge:R:1
C -1.5896 -1.8750 -1.2930 -0.9160
N -0.2213 -1.7199 -0.8215 -0.1576
C 0.3063 -0.5899 -0.2795 0.3811
O 1.5143 -0.4909 -0.1200 -0.6519
C -0.6392 0.4996 0.1961 0.3565
C -1.0636 0.1319 1.6177 -1.3701
N 0.1055 1.7418 0.0438 -0.6623
H -1.8112 -1.2942 -2.1920 0.3099
H -1.7317 -2.9355 -1.4728 0.3288
H -2.2997 -1.5520 -0.5371 0.3035
H 0.4496 -2.3105 -1.2505 0.2851
H -1.4698 0.5084 -0.4947 0.3031
H -0.2806 0.3648 2.3370 0.3823
H -1.2306 -0.9214 1.6964 0.3958
H -1.9585 0.6516 1.9705 0.3213
H -0.2906 2.4661 0.6219 0.2319
H 1.0645 1.4909 0.2558 0.1466
O 3.7495 2.1555 0.2594 -0.6406
H 4.1526 2.3236 -0.5967 0.3101
H 3.2440 1.3550 0.0590 0.3425
```

Output
LUMO level in eV: 0.779
E_HOMO in eV: -9.287



Which structure is the least stable? The one labeled ii).